No. 1
{"formula": "C2H5NS2", "method": "wB97M-V/def2-TZVPD", "symbols": ["C", "C", "H", "H", "H", "H", "H", "N", "S", "S"], "coordinates": [[0.238, 1.004, 1.129], [0.333, 0.137, -0.071], [0.923, 1.854, 0.829], [-0.818, 1.117, 1.394], [0.602, -0.001, 1.929], [-1.600, -0.041, -0.149], [0.475, -1.763, -1.574], [-0.789, -0.238, -0.666], [1.609, -0.517, -0.952], [-0.974, -1.551, -1.868]], "gap_ev": 8.63, "e_lumo_ev": 0.341, "homo_ha": -0.3046, "e_tot_ha": -930.2418, "relative_energy_kcal_mol": 61.3}

***

No. 2
{"formula": "C46H43N5O8P2SY", "method": "wB97M-V/def2-TZVPD", "symbols": ["Y", "C", "C", "N", "C", "C", "N", "C", "O", "O", "C", "O", "O", "H", "H", "H", "H", "H", "N", "P", "C", "C", "C", "C", "C", "C", "C", "C", "C", "C", "C", "C", "P", "C", "C", "C", "C", "C", "C", "C", "C", "C", "C", "C", "C", "H", "H", "H", "H", "H", "H", "H", "H", "H", "H", "H", "H", "H", "H", "H", "H", "H", "H", "H", "H", "H", "C", "C", "N", "O", "C", "C", "N", "O", "H", "H", "H", "H", "H", "H", "H", "O", "O", "S", "C", "C", "C", "C", "C", "C", "C", "C", "C", "C", "C", "C", "H", "H", "H", "H", "H", "H", "H", "H", "H", "H"], "coordinates": [[-0.694, -0.228, -0.048], [-1.365, 0.181, 3.731], [-2.290, -0.620, 2.907], [-2.236, -0.880, 1.597], [-3.329, -1.652, 1.388], [-4.070, -1.892, 2.507], [-3.368, -1.208, 3.472], [-5.289, -2.638, 2.782], [-5.838, -3.237, 1.738], [-5.774, -2.709, 3.892], [-3.460, -2.049, 0.005], [-4.416, -2.763, -0.353], [-2.485, -1.536, -0.591], [-0.570, 0.576, 3.139], [-0.928, -0.430, 4.520], [-1.893, 1.015, 4.192], [-3.632, -1.164, 4.444], [-5.337, -3.101, 0.870], [1.441, 1.087, 1.970], [1.065, -0.627, 2.056], [2.221, -0.879, 3.460], [3.580, -0.612, 3.349], [4.420, -0.741, 4.447], [3.905, -1.145, 5.673], [2.551, -1.424, 5.796], [1.707, -1.298, 4.695], [1.989, -1.910, 1.049], [2.006, -3.253, 1.466], [2.706, -4.221, 0.731], [3.400, -3.866, -0.402], [3.407, -2.520, -0.836], [2.722, -1.560, -0.142], [-0.021, 1.918, 1.586], [0.233, 3.187, 2.877], [1.440, 3.875, 3.017], [1.623, 4.768, 4.064], [0.604, 4.987, 4.984], [-0.599, 4.311, 4.854], [-0.782, 3.414, 3.806], [-0.007, 3.275, 0.193], [-1.216, 3.770, -0.312], [-1.157, 4.780, -1.365], [0.068, 5.257, -1.840], [1.245, 4.750, -1.312], [1.206, 3.762, -0.308], [2.115, 1.234, 1.201], [3.993, -0.290, 2.401], [5.476, -0.520, 4.347], [4.560, -1.240, 6.530], [2.151, -1.735, 6.754], [0.654, -1.511, 4.808], [1.479, -3.548, 2.367], [2.708, -5.252, 1.066], [3.945, -4.617, -0.958], [3.956, -2.246, -1.719], [2.744, -0.535, -0.491], [2.256, 3.714, 2.326], [2.565, 5.292, 4.168], [0.750, 5.682, 5.802], [-1.394, 4.477, 5.570], [-1.723, 2.891, 3.720], [-2.122, 3.426, 0.058], [-2.178, 5.288, -1.864], [0.099, 6.010, -2.618], [2.199, 5.110, -1.676], [2.148, 3.382, 0.069], [-2.100, 2.272, -3.794], [-1.846, 1.667, -2.452], [-1.369, 0.518, -2.227], [-1.094, -0.164, -3.415], [-2.202, 2.438, -1.217], [-2.968, 3.802, -1.376], [-1.753, 1.823, -0.110], [-1.995, 2.477, 1.074], [-1.571, 1.742, -4.583], [-1.762, 3.310, -3.805], [-3.170, 2.238, -4.008], [-0.715, -1.021, -3.047], [-3.746, 3.697, -2.165], [-2.191, 4.641, -1.663], [-3.486, 4.109, -0.465], [0.777, -1.552, -0.080], [0.772, -0.252, -2.214], [0.042, -1.589, -2.353], [1.288, -2.803, -2.801], [1.057, -4.143, -2.524], [2.002, -5.097, -2.872], [3.182, -4.709, -3.492], [3.417, -3.367, -3.757], [2.471, -2.414, -3.405], [-0.726, -1.571, -4.178], [-1.590, -2.571, -4.570], [-2.143, -2.557, -5.862], [-1.836, -1.540, -6.754], [-0.966, -0.504, -6.376], [-0.414, -0.496, -5.117], [0.142, -4.457, -2.035], [1.822, -6.143, -2.657], [3.923, -5.452, -3.764], [4.340, -3.059, -4.234], [2.660, -1.366, -3.609], [-1.853, -3.373, -3.889], [-2.818, -3.349, -6.164], [-2.271, -1.544, -7.747], [-0.729, 0.292, -7.074], [0.255, 0.305, -4.830]], "gap_ev": 4.58, "e_lumo_ev": 1.851, "homo_ha": -0.1004, "charge": -1, "e_tot_ha": -3772.5928, "relative_energy_kcal_mol": 768.6}

***

No. 3
{"formula": "C10H38N4O9", "method": "wB97M-V/def2-TZVPD", "symbols": ["N", "C", "N", "O", "H", "H", "H", "H", "N", "C", "N", "O", "H", "H", "H", "H", "C", "C", "O", "H", "H", "H", "H", "H", "H", "C", "O", "H", "H", "H", "H", "C", "O", "H", "H", "H", "H", "C", "O", "H", "H", "H", "H", "C", "O", "H", "H", "H", "H", "C", "O", "H", "H", "H", "H", "C", "O", "H", "H", "H", "H"], "coordinates": [[-5.014, -1.059, 1.677], [-4.442, -0.864, 0.475], [-3.113, -1.210, 0.603], [-5.008, -0.589, -0.575], [-6.022, -0.995, 1.643], [-4.581, -1.099, 2.577], [-2.813, -1.690, 1.428], [-2.527, -1.070, -0.207], [1.401, 0.591, -1.549], [0.293, 0.346, -0.826], [0.511, 0.599, 0.469], [-0.822, 0.009, -1.238], [1.315, 0.489, -2.548], [2.291, 0.714, -1.097], [-0.249, 0.449, 1.114], [1.450, 0.788, 0.773], [0.693, -2.061, 4.254], [-0.325, -1.936, 3.113], [-1.418, -2.806, 3.384], [0.248, -1.672, 5.172], [1.616, -1.505, 4.084], [0.895, -3.114, 4.454], [0.177, -2.148, 2.166], [-0.560, -0.871, 3.086], [-1.287, -3.611, 2.874], [2.818, 0.026, -5.525], [2.822, 0.556, -4.196], [1.837, -0.142, -5.968], [3.411, 0.699, -6.151], [3.394, -0.898, -5.576], [2.799, 1.511, -4.298], [2.377, -2.268, -1.989], [2.887, -3.605, -1.829], [1.517, -2.137, -1.326], [3.141, -1.541, -1.724], [1.921, -2.169, -2.971], [3.635, -3.592, -1.230], [-3.110, 2.376, -0.151], [-1.965, 2.467, 0.726], [-2.890, 1.689, -0.963], [-4.033, 1.988, 0.280], [-3.304, 3.413, -0.429], [-1.272, 2.709, 0.102], [-0.675, 1.889, 3.759], [-2.009, 1.565, 3.333], [-0.524, 1.640, 4.811], [0.053, 1.361, 3.139], [-0.497, 2.965, 3.701], [-2.102, 2.309, 2.720], [4.115, -0.066, 1.657], [3.644, 0.899, 0.686], [5.160, 0.130, 1.903], [3.672, 0.121, 2.642], [3.760, -0.998, 1.228], [3.656, 1.742, 1.154], [-1.159, 1.651, -4.150], [-1.313, 2.152, -2.842], [-0.110, 1.769, -4.460], [-1.297, 0.570, -4.254], [-1.821, 2.185, -4.831], [-1.246, 1.349, -2.290]], "gap_ev": 9.20, "e_lumo_ev": 0.022, "homo_ha": -0.3374, "e_tot_ha": -1299.9240, "relative_energy_kcal_mol": 15.3}

***

No. 4
{"formula": "C13H17ClOPt", "method": "wB97M-V/def2-TZVPD", "symbols": ["C", "C", "C", "H", "C", "C", "H", "H", "H", "H", "Pt", "Cl", "C", "C", "C", "H", "C", "C", "H", "H", "H", "H", "C", "C", "C", "O", "H", "H", "H", "H", "H", "H", "H"], "coordinates": [[1.763, -2.271, 2.214], [1.881, -2.139, 0.778], [0.451, -2.181, 0.229], [2.780, -2.254, 0.158], [-0.382, -2.444, 1.399], [0.425, -2.522, 2.544], [0.099, -2.862, 3.523], [2.587, -2.291, 2.929], [0.214, -2.285, -0.831], [-1.446, -2.630, 1.365], [1.055, -0.225, 0.534], [2.271, 1.074, 2.017], [1.073, 2.252, -2.813], [-0.163, 1.606, -3.144], [0.155, 0.376, -3.808], [-1.156, 2.013, -2.993], [1.576, 0.265, -3.883], [2.146, 1.424, -3.269], [3.206, 1.665, -3.224], [1.170, 3.236, -2.356], [-0.565, -0.317, -4.244], [2.129, -0.530, -4.387], [-1.613, 0.561, 2.745], [-1.690, 0.554, 1.224], [-2.566, 1.687, 0.704], [-0.470, 0.943, 0.548], [-1.255, 1.561, 3.038], [-0.949, -0.199, 3.167], [-2.586, 0.430, 3.232], [-1.974, -0.466, 0.882], [-2.093, 2.635, 1.045], [-2.474, 1.720, -0.391], [-3.597, 1.614, 1.068]], "multiplicity": 3, "gap_ev": [5.03, 5.01], "e_lumo_ev": [5.148, 5.130], "homo_ha": [0.0044, 0.0044], "charge": -2, "e_tot_ha": -1160.1427, "s_squared": 2.028}